Entry 1:
Below is a molecular structure, C28H77AsF6N7O7 at a distorted geometry, with properties calculated with ωB97M-V/def2-TZVPD.

XYZ file:
```
126
Properties=species:S:1:pos:R:3:mulliken_charge:R:1
As -0.219 -0.135 0.983 2.2578
F 1.516 0.044 0.775 -0.4660
F -0.485 0.296 -0.703 -0.5358
F -1.972 -0.390 1.160 -0.6378
F 0.007 -0.577 2.648 -0.5373
F -0.430 1.572 1.385 -0.5740
F 0.056 -1.783 0.489 -0.5568
C 4.540 6.090 4.338 -1.3076
C 4.840 5.288 3.068 0.3279
C 3.556 4.604 2.600 -0.4183
O 3.089 3.669 3.549 -0.4027
C 1.762 3.258 3.305 -0.6893
N 5.288 6.209 2.033 -0.7424
H 3.940 6.957 4.051 0.3032
H 5.456 6.431 4.819 0.3269
H 3.962 5.469 5.022 0.3148
H 5.584 4.535 3.333 0.3338
H 3.820 3.983 1.731 0.0688
H 2.760 5.338 2.419 0.3430
H 1.443 2.537 4.054 0.3318
H 1.631 2.858 2.297 0.2226
H 1.126 4.146 3.426 0.3659
H 5.253 5.745 1.125 0.2930
H 4.522 6.868 1.892 0.3093
C -0.511 -2.399 -3.201 -0.4700
C 0.704 -3.322 -3.110 0.3477
C 1.567 -3.140 -4.373 -0.8137
O 2.667 -4.035 -4.357 -0.3372
C 3.611 -3.652 -5.355 -0.6842
N 1.534 -2.974 -1.909 -0.3186
H -0.194 -1.360 -3.340 0.1237
H -1.182 -2.471 -2.349 -0.3895
H -1.055 -2.582 -4.138 0.3126
H 0.238 -4.300 -2.945 0.4053
H 1.883 -2.101 -4.505 0.3387
H 0.964 -3.402 -5.257 0.4388
H 4.409 -4.394 -5.322 0.2650
H 4.051 -2.677 -5.142 0.1942
H 3.106 -3.741 -6.320 0.3191
H 0.742 -2.737 -1.314 -0.0261
H 1.765 -1.994 -2.174 0.1623
C 3.995 1.185 -3.840 -1.8230
C 3.694 0.221 -2.700 0.6847
C 4.192 0.714 -1.363 -0.4630
O 5.568 0.999 -1.529 -0.3821
C 6.206 1.427 -0.354 -0.4515
N 2.224 -0.075 -2.683 -0.2449
H 5.083 1.249 -3.937 0.4259
H 3.640 2.186 -3.581 0.3894
H 3.657 0.861 -4.825 0.4817
H 4.244 -0.700 -2.923 0.0039
H 4.045 -0.036 -0.588 0.1287
H 3.705 1.656 -1.068 0.3669
H 7.230 1.772 -0.496 0.2886
H 6.346 0.579 0.325 0.2068
H 5.632 2.209 0.153 0.0940
H 1.820 0.483 -1.932 -0.0594
H 1.908 0.410 -3.518 0.2852
C 4.760 -2.259 2.195 -1.4668
C 3.580 -3.206 1.987 0.4710
C 2.638 -3.133 3.187 -0.7407
O 1.469 -3.858 2.984 -0.3032
C 0.482 -3.723 3.973 -0.6908
N 2.843 -2.855 0.716 -0.1846
H 5.522 -2.462 1.437 0.3577
H 5.262 -2.427 3.150 0.4509
H 4.477 -1.222 2.015 0.2951
H 3.993 -4.218 1.895 0.2454
H 2.442 -2.053 3.275 0.2140
H 3.220 -3.459 4.060 0.4602
H -0.354 -4.397 3.814 0.2082
H 0.211 -2.683 4.166 0.2393
H 0.901 -4.063 4.935 0.3885
H 1.920 -2.809 1.145 0.0664
H 3.000 -1.851 0.661 -0.1201
C -5.244 0.652 -1.787 -1.5787
C -5.026 -0.880 -1.705 0.3229
C -4.985 -1.551 -3.065 -0.7833
O -3.847 -0.984 -3.742 -0.1995
C -3.777 -1.304 -5.100 -0.9693
N -3.708 -0.965 -1.044 0.1213
H -5.029 1.195 -0.871 0.3842
H -6.289 0.853 -2.073 0.4412
H -4.708 1.107 -2.622 0.2701
H -5.861 -1.241 -1.101 0.5746
H -5.834 -1.259 -3.690 0.5217
H -4.785 -2.624 -3.025 0.4073
H -4.622 -0.978 -5.720 0.3271
H -3.543 -2.354 -5.296 0.3240
H -2.969 -0.700 -5.523 0.2897
H -3.006 -0.571 -1.657 0.0609
H -3.697 -0.464 -0.170 -0.2052
C -2.604 -4.670 -0.589 -0.7360
C -3.667 -4.373 0.460 0.4465
C -3.203 -3.502 1.634 0.1217
O -4.299 -3.266 2.536 -0.4757
C -3.940 -2.169 3.337 -0.4073
N -4.798 -3.708 -0.201 -0.9097
H -3.063 -5.247 -1.392 0.4071
H -1.730 -5.203 -0.207 0.4625
H -2.188 -3.777 -1.061 -0.3822
H -3.982 -5.352 0.837 0.2899
H -2.871 -2.542 1.231 -0.1747
H -2.382 -3.942 2.209 0.2328
H -3.925 -1.199 2.819 0.0308
H -2.942 -2.222 3.782 0.2111
H -4.661 -1.949 4.128 0.3503
H -4.489 -2.892 -0.735 0.0389
H -5.203 -3.236 0.610 0.4064
C -3.875 2.628 1.722 -1.2850
C -3.127 3.809 1.038 0.4243
C -3.830 5.136 1.294 -0.9257
O -5.157 5.027 0.790 -0.2286
C -5.992 6.152 0.999 -0.8002
N -1.769 3.924 1.595 -0.7301
H -3.819 2.765 2.809 0.4405
H -3.508 1.635 1.478 0.0946
H -4.956 2.741 1.594 0.4296
H -3.065 3.641 -0.038 0.3174
H -3.366 5.918 0.682 0.4223
H -3.750 5.439 2.344 0.3281
H -5.428 7.043 0.693 0.3160
H -6.302 6.238 2.040 0.2881
H -6.794 6.077 0.268 0.2313
H -1.919 3.964 2.601 0.3421
H -1.359 2.989 1.462 0.4924
```

Values from the calculation:
Frontier orbital gap: 8.31 eV
Charge: -1
Spin multiplicity: 1
E: -132192.9667 eV
Relative energy (zero: lowest compared OMol25 entry of this formula, charge and spin): 145.66 kJ/mol
HOMO energy: -5.837 eV

---

Entry 2:
Below is a molecular structure, C28H77ClCuN4O12 at a distorted geometry, with properties calculated with ωB97M-V/def2-TZVPD.

XYZ file:
```
123
Properties=species:S:1:pos:R:3:mulliken_spin:R:1
Cu 0.919 2.175 0.587 0.6512
O 4.887 0.748 1.143 -0.0001
C 3.857 1.539 0.584 0.0022
O 2.977 1.893 1.359 0.0084
O 3.973 1.769 -0.640 0.0005
H 5.355 0.573 0.307 -0.0001
Cl -0.156 0.054 0.446 0.0762
C -6.445 -1.206 -0.474 0.0000
C -5.281 -0.177 -0.258 -0.0001
C -4.142 -0.284 -1.280 0.0006
O -5.778 1.149 -0.305 0.0000
H -7.213 -1.079 0.308 0.0000
H -6.010 -2.207 -0.360 0.0000
H -6.850 -1.095 -1.480 0.0000
H -4.852 -0.340 0.717 0.0002
H -4.661 -0.124 -2.240 -0.0001
H -3.732 -1.278 -1.251 0.0001
H -3.395 0.504 -1.179 0.0000
H -6.617 1.174 0.144 0.0000
C -0.293 -3.617 6.552 0.0000
C -0.044 -2.085 6.287 0.0000
C 1.354 -1.817 5.617 0.0001
O -1.155 -1.522 5.610 0.0000
H -1.236 -3.714 7.075 0.0000
H 0.537 -4.010 7.129 0.0000
H -0.333 -4.169 5.618 0.0000
H 0.018 -1.595 7.278 0.0000
H 2.153 -2.221 6.269 0.0000
H 1.530 -0.746 5.465 0.0000
H 1.428 -2.334 4.657 0.0000
H -1.219 -1.873 4.713 0.0000
C -0.083 -2.591 -2.898 -0.0031
C -0.073 -1.211 -3.547 0.0006
C -1.416 -0.937 -4.206 0.0004
O 0.202 -0.137 -2.655 -0.0092
H -0.910 -2.716 -2.196 0.0026
H 0.853 -2.723 -2.371 0.0000
H -0.112 -3.378 -3.661 0.0000
H 0.755 -1.210 -4.264 -0.0003
H -1.504 0.035 -4.649 0.0000
H -2.114 -1.088 -3.371 -0.0001
H -1.556 -1.697 -4.965 -0.0001
H -0.203 -0.316 -1.781 0.0010
C 2.283 3.190 -3.200 0.0161
C 1.098 3.132 -2.344 -0.0209
C -0.166 2.987 -3.171 0.0001
O -1.285 3.243 -2.350 -0.0012
C -2.521 2.917 -2.955 0.0001
N 1.270 2.115 -1.375 0.1710
H 3.203 2.945 -2.662 -0.0014
H 2.345 4.138 -3.731 -0.0006
H 1.990 2.397 -3.894 -0.0018
H 1.045 4.109 -1.864 0.0021
H -0.278 1.965 -3.597 -0.0005
H -0.172 3.702 -4.000 0.0001
H -2.697 3.448 -3.899 0.0001
H -3.261 3.237 -2.237 0.0000
H -2.644 1.837 -3.159 0.0000
H 1.018 1.210 -1.802 -0.0171
H 2.293 2.008 -1.193 -0.0015
C 3.834 -2.000 -2.324 0.0004
C 4.607 -1.104 -3.273 -0.0001
C 3.643 -0.442 -4.222 -0.0005
O 3.016 -1.395 -5.064 -0.0001
C 3.652 -1.817 -6.226 0.0000
N 5.531 -0.197 -2.551 0.0000
H 3.124 -1.458 -1.721 -0.0001
H 4.569 -2.490 -1.687 0.0000
H 3.323 -2.745 -2.924 0.0000
H 5.263 -1.770 -3.883 0.0000
H 4.034 0.415 -4.785 0.0000
H 2.816 -0.080 -3.589 0.0011
H 4.107 -0.944 -6.744 0.0000
H 2.893 -2.311 -6.863 0.0000
H 4.428 -2.577 -6.041 0.0000
H 4.973 0.392 -1.951 -0.0001
H 6.163 -0.706 -1.939 0.0000
C 1.544 5.897 2.358 0.0050
C 1.548 4.404 2.104 -0.0041
C 0.477 3.684 2.977 0.0018
O 0.557 2.294 2.620 0.0204
C 0.072 1.412 3.649 0.0022
N 1.370 4.001 0.729 0.0999
H 2.382 6.492 1.986 0.0004
H 1.542 6.002 3.455 0.0005
H 0.585 6.315 2.055 -0.0009
H 2.503 4.015 2.438 -0.0001
H -0.531 4.071 2.787 -0.0006
H 0.731 3.781 4.049 0.0009
H 0.301 0.415 3.313 0.0011
H -1.005 1.556 3.753 -0.0002
H 0.592 1.600 4.588 0.0021
H 0.731 4.634 0.267 -0.0035
H 2.281 4.166 0.281 -0.0045
C -3.488 -1.125 3.062 0.0000
C -2.843 -2.494 2.751 -0.0032
C -3.254 -2.996 1.322 0.0039
O -2.561 -4.207 1.074 -0.0002
C -2.751 -4.599 -0.279 0.0006
N -1.420 -2.416 2.994 -0.0002
H -4.543 -1.104 2.850 0.0000
H -2.958 -0.394 2.431 0.0008
H -3.263 -0.876 4.088 0.0001
H -3.260 -3.241 3.438 -0.0002
H -3.036 -2.244 0.538 -0.0010
H -4.356 -3.167 1.375 0.0001
H -3.778 -4.918 -0.438 0.0000
H -2.067 -5.430 -0.445 0.0000
H -2.476 -3.790 -0.974 0.0001
H -0.965 -1.649 2.488 0.0028
H -1.031 -3.286 2.609 0.0002
C -2.491 2.418 1.071 -0.0008
O -1.582 3.409 0.684 0.0016
H -3.480 2.581 0.620 -0.0001
H -2.120 1.406 0.871 -0.0004
H -2.593 2.561 2.153 0.0001
H -1.535 3.485 -0.272 -0.0003
C 2.880 -2.632 1.256 0.0000
O 4.187 -3.167 1.169 0.0000
H 2.270 -2.981 2.098 -0.0001
H 2.883 -1.539 1.154 -0.0003
H 2.370 -3.006 0.369 -0.0001
H 4.664 -2.803 1.921 0.0000
```

Values from the calculation:
Frontier orbital gap (alpha / beta): 9.06 / 8.33 eV
Charge: 0
Spin multiplicity: 2
E: -117977.5293 eV
HOMO energy (alpha / beta): -8.725 / -8.725 eV

---

Entry 3:
Below is a molecular structure, C28H78F6NO17S2V at a distorted geometry, with properties calculated with ωB97M-V/def2-TZVPD.

XYZ file:
```
133
Properties=species:S:1:pos:R:3:mulliken_spin:R:1
V 26.372 9.571 -5.864 3.4127
C 22.432 10.434 -2.156 -0.0059
F 21.842 11.112 -1.167 -0.0030
F 22.746 9.234 -1.901 -0.0018
F 21.461 10.231 -3.126 -0.0013
S 23.957 11.466 -2.887 0.0178
O 23.562 11.745 -4.278 -0.0013
O 24.141 12.649 -2.050 0.0005
N 25.316 10.366 -2.903 -0.2785
S 25.766 10.404 -1.423 0.0564
O 26.781 11.457 -1.141 -0.1247
O 24.693 10.304 -0.451 -0.0876
C 26.808 8.785 -1.313 0.0008
F 26.018 7.691 -1.562 0.0007
F 27.746 8.822 -2.221 0.0013
F 27.289 8.752 -0.076 -0.0006
C 25.628 14.462 2.810 0.0001
C 26.184 14.580 4.201 0.0000
O 25.093 14.861 5.041 0.0000
H 25.094 15.371 2.534 0.0000
H 24.940 13.618 2.759 0.0000
H 26.508 14.142 2.252 0.0000
H 26.991 15.313 4.207 0.0000
H 26.652 13.605 4.338 0.0000
H 25.397 14.660 5.929 0.0000
C 26.716 12.297 -10.613 -0.0005
C 25.608 12.107 -9.607 0.0009
O 25.871 10.858 -9.084 0.0050
H 27.070 13.302 -10.843 0.0000
H 26.450 11.846 -11.568 0.0001
H 27.669 11.907 -10.258 0.0002
H 24.573 12.125 -9.948 0.0001
H 25.768 12.786 -8.770 -0.0004
H 26.040 10.294 -9.842 -0.0013
C 17.455 15.581 -8.872 0.0000
C 18.308 14.919 -7.890 0.0000
O 19.424 15.776 -7.437 0.0000
H 16.645 15.034 -9.354 0.0000
H 18.022 15.904 -9.745 0.0000
H 16.944 16.445 -8.446 0.0000
H 18.585 13.878 -8.058 0.0000
H 17.726 14.873 -6.969 0.0000
H 19.898 15.413 -6.685 0.0000
C 20.674 16.825 -0.695 0.0000
C 20.131 16.978 -2.075 0.0000
O 18.981 16.306 -2.441 0.0000
H 21.494 17.512 -0.485 0.0000
H 21.091 15.823 -0.597 0.0000
H 19.885 16.938 0.048 0.0000
H 20.890 16.741 -2.821 0.0000
H 19.835 18.007 -2.276 0.0000
H 18.784 16.728 -3.280 0.0000
C 31.221 12.042 -5.039 -0.0004
C 30.546 11.099 -5.968 0.0008
O 29.146 11.515 -5.890 0.0068
H 30.842 11.942 -4.022 0.0000
H 31.161 13.075 -5.382 0.0001
H 32.238 11.706 -4.838 -0.0002
H 30.527 10.066 -5.620 0.0008
H 30.982 11.169 -6.965 0.0000
H 29.288 12.453 -6.031 -0.0011
C 21.848 7.251 -8.278 0.0000
C 21.921 8.095 -6.936 0.0006
O 23.212 7.821 -6.499 0.0043
H 22.357 6.290 -8.220 0.0001
H 22.219 7.860 -9.102 0.0000
H 20.840 7.009 -8.617 -0.0002
H 21.166 7.777 -6.217 -0.0001
H 21.628 9.137 -7.061 -0.0002
H 23.281 6.959 -6.083 -0.0010
C 22.766 3.823 1.869 0.0000
C 22.196 5.158 1.693 0.0000
O 20.789 5.038 1.697 0.0000
H 22.207 3.151 2.520 0.0000
H 23.711 3.823 2.411 0.0000
H 22.929 3.333 0.909 0.0000
H 22.502 5.456 0.690 0.0000
H 22.559 5.851 2.452 0.0000
H 20.472 5.908 1.952 0.0000
C 32.814 10.797 1.870 0.0000
C 32.510 11.898 2.947 0.0000
O 32.533 11.165 4.117 0.0000
H 32.587 11.112 0.852 0.0000
H 32.157 9.940 2.016 0.0000
H 33.858 10.499 1.965 0.0000
H 31.508 12.328 2.971 0.0000
H 33.242 12.705 2.985 0.0000
H 33.411 10.799 4.243 0.0000
C 24.635 2.212 -3.459 0.0000
C 25.762 3.137 -3.959 0.0000
O 25.166 4.221 -4.649 -0.0004
H 23.890 2.704 -2.835 0.0000
H 25.061 1.409 -2.858 0.0000
H 24.202 1.725 -4.333 0.0000
H 26.402 2.563 -4.629 0.0000
H 26.458 3.547 -3.227 0.0000
H 25.949 4.688 -4.951 0.0003
C 30.545 4.173 2.019 0.0000
C 31.509 3.460 0.997 0.0000
O 32.759 3.089 1.579 0.0000
H 29.722 4.598 1.446 0.0000
H 31.038 4.977 2.566 0.0000
H 30.120 3.506 2.769 0.0000
H 31.579 4.223 0.222 0.0000
H 31.100 2.607 0.456 0.0000
H 32.772 2.172 1.295 0.0000
C 15.954 11.642 -1.198 0.0000
C 15.399 12.820 -0.400 0.0000
O 15.264 13.889 -1.338 0.0000
H 15.317 11.333 -2.027 0.0000
H 16.310 10.786 -0.624 0.0000
H 16.849 11.860 -1.780 0.0000
H 16.050 13.011 0.453 0.0000
H 14.379 12.669 -0.047 0.0000
H 16.122 14.125 -1.695 0.0000
C 30.213 15.734 -1.257 0.0000
C 28.937 16.362 -1.787 0.0000
O 29.104 17.070 -2.964 0.0000
H 30.790 15.203 -2.014 0.0000
H 30.129 15.007 -0.449 0.0000
H 30.883 16.493 -0.852 0.0000
H 28.631 17.093 -1.038 0.0000
H 28.059 15.718 -1.848 0.0000
H 28.850 17.995 -2.928 0.0000
C 16.850 5.685 -1.386 0.0000
C 17.957 5.274 -2.348 0.0000
O 18.433 3.951 -2.084 0.0000
H 16.467 6.690 -1.562 0.0000
H 17.234 5.625 -0.368 0.0000
H 15.947 5.079 -1.454 0.0000
H 18.801 5.950 -2.213 0.0000
H 17.602 5.296 -3.379 0.0000
H 19.186 4.053 -1.497 0.0000
```

Values from the calculation:
Frontier orbital gap (alpha / beta): 2.56 / 4.62 eV
Charge: +1
Spin multiplicity: 4
E: -130238.9433 eV
Relative energy (zero: lowest compared OMol25 entry of this formula, charge and spin): 1163.33 kJ/mol
HOMO energy (alpha / beta): -11.168 / -11.168 eV